ORCA calculation (wB97M-V/def2-TZVPD) on C28H28BF12N5O2Pd as an isolated structure in a non-equilibrium geometry.

Geometry (Å):
H -1.6289 4.7352 1.9934
C -4.1454 -0.6799 -0.5539
F 4.3487 0.3830 1.7515
C 1.6688 -4.5614 2.6208
H -6.0184 -0.0485 4.0044
H 0.6380 1.4290 1.7701
Pd 0.1743 -0.1127 -0.3118
F -2.7690 2.0096 -1.4027
N -0.4796 -1.1028 1.4029
N 0.5745 -0.1643 -2.4689
N 0.0170 4.4335 0.6956
H 1.2153 -2.4055 -4.8528
H -0.6907 2.8062 -2.1748
F -2.3638 2.3302 0.6941
H -0.4799 6.0762 1.8496
H 3.3900 -5.6010 3.4117
H -2.6617 -0.7830 5.3728
H -0.7117 -1.2985 3.9754
C 0.2339 3.0488 0.6418
O -1.8853 -0.3968 -0.7576
H -1.4484 4.8351 -0.7789
C 0.4937 4.5257 -1.6638
C -5.1051 0.1678 4.5629
C -3.8623 0.1080 2.3613
C -2.8730 0.0491 0.0238
C -1.6167 -0.9212 3.5145
H 1.5350 4.7474 -1.4122
H 0.6257 2.4773 3.8905
H 2.5565 -6.4689 2.1197
H -5.1524 1.2134 4.8879
C 2.4071 -5.8263 2.9934
H 1.4311 -0.5745 -5.6532
C -1.6127 -0.7642 2.1032
C -3.8765 -0.1134 3.7282
C 0.2773 -4.5033 2.6330
C -0.5605 4.9884 1.9056
F -5.3581 -0.3298 -0.0532
F 2.3100 -2.3423 -0.7944
C -2.7784 -0.2039 1.5383
F 3.2096 -0.3730 3.4324
C 3.6974 -0.6959 2.2163
C -2.7112 -0.6246 4.2978
H -4.7467 0.5500 1.9229
F -4.3843 2.0306 0.0222
H 1.8422 -6.4027 3.7302
H 2.9000 -1.3554 -4.5303
H -1.4719 -3.3437 2.2434
H -0.2940 6.1339 -0.4355
C 0.1850 4.4484 3.1117
H 1.2473 4.6789 2.9955
C 2.3441 -3.4273 2.2018
H -1.0462 2.7031 3.3609
H -0.1848 4.8998 4.0351
F 3.3968 -0.4831 -0.9088
C 0.2904 3.0204 -1.7407
H 0.2505 5.0055 -2.6155
C -0.3944 5.0521 -0.5493
F -4.2391 -0.4837 -1.8800
F 4.3068 -2.2155 -0.0011
F -4.0344 -2.0018 -0.3438
N 0.3713 2.3799 -0.4413
O 1.8013 0.0698 1.1440
C 0.2802 -2.1924 1.8149
B 1.6942 -1.2938 -4.7006
H -0.2908 -5.3794 2.9378
H 1.0319 2.5532 -2.3884
C 3.1377 -1.5309 -0.1272
C 2.5101 -1.0772 1.2643
F 4.6549 -1.6257 2.4476
C -0.3885 -3.3585 2.2502
H 3.4250 -3.4682 2.1594
N 0.3850 2.4116 1.8422
C -3.1021 1.6107 -0.1729
C 1.0442 -0.6580 -3.4000
H -5.1026 -0.4528 5.4620
C 1.6944 -2.2527 1.8159
C 0.0014 2.9426 3.1274

Energy relative to the best compared isomer or geometry (same formula, charge and spin) = 0.0 kcal per mole
Frontier orbital gap (alpha / beta) = 0.22301 / 0.22282 hartree
Total charge = -2
HOMO energy (alpha / beta) = -0.0612 / -0.0610 Eh
Max |F| = 3.64 eV Å⁻¹